93
Properties=species:S:1:pos:R:3 method="wB97M-V/def2-TZVPD" e_tot_ev=-323146.112 total_charge=+1 gap_ev=6.997 relative_energy_kcal_mol=46.56
Sr 0.70 -0.24 1.51
C 2.67 0.98 -1.32
C 1.38 1.13 -2.12
As -0.17 0.13 -1.44
C -1.68 1.33 -1.78
C -1.61 2.72 -1.83
C -2.75 3.48 -2.02
C -3.98 2.86 -2.13
C -4.08 1.48 -2.08
C -2.93 0.72 -1.89
C -0.52 -0.95 -3.06
C -0.63 -0.22 -4.24
C -0.87 -0.86 -5.44
C -1.02 -2.24 -5.47
C -0.91 -2.97 -4.29
C -0.67 -2.33 -3.09
As 3.95 -0.54 -1.68
C 3.22 -2.29 -1.19
C 4.14 -3.33 -1.30
C 3.79 -4.63 -0.97
C 2.51 -4.91 -0.51
C 1.59 -3.89 -0.39
C 1.94 -2.59 -0.76
C 3.51 -0.69 -3.60
C 2.65 -1.65 -4.12
C 2.40 -1.71 -5.48
C 2.99 -0.79 -6.33
C 3.85 0.17 -5.83
C 4.12 0.21 -4.47
H 2.47 1.03 -0.23
H 3.31 1.84 -1.55
H 1.55 0.82 -3.16
H 1.08 2.18 -2.11
H -0.65 3.22 -1.71
H -2.68 4.55 -2.06
H -4.88 3.45 -2.26
H -5.04 1.00 -2.17
H -2.99 -0.36 -1.85
H -0.53 0.86 -4.21
H -0.94 -0.29 -6.35
H -1.23 -2.75 -6.40
H -1.01 -4.05 -4.32
H -0.58 -2.91 -2.17
H 5.15 -3.10 -1.62
H 4.51 -5.42 -1.08
H 2.24 -5.91 -0.24
H 0.58 -4.09 -0.03
H 1.19 -1.81 -0.72
H 2.19 -2.38 -3.46
H 1.73 -2.47 -5.87
H 2.79 -0.83 -7.39
H 4.32 0.87 -6.50
H 4.81 0.94 -4.07
C -0.72 0.43 4.65
C 0.76 0.31 4.75
C 1.41 0.54 5.98
C 2.77 0.44 6.06
C 3.50 0.10 4.91
C 4.90 -0.06 4.88
Br 5.96 0.32 6.42
C 5.53 -0.51 3.75
C 4.80 -0.75 2.59
Br 5.73 -1.45 1.10
C 3.42 -0.50 2.49
O 2.77 -0.62 1.38
C 2.77 -0.11 3.70
N 1.43 0.01 3.67
H -1.18 0.49 5.64
H -1.15 -0.42 4.12
H -0.98 1.33 4.10
H 0.82 0.77 6.86
H 3.28 0.61 6.99
H 6.60 -0.67 3.74
C -5.63 -0.42 3.12
C -5.40 0.70 2.11
N -3.99 0.94 1.85
C -3.13 1.83 2.34
S -1.59 1.92 1.64
N -3.34 2.67 3.35
C -4.48 2.95 4.21
C -5.28 4.16 3.74
H -6.69 -0.48 3.37
H -5.07 -0.24 4.04
H -5.32 -1.38 2.72
H -5.87 1.62 2.44
H -5.86 0.42 1.16
H -3.58 0.36 1.13
H -2.57 3.31 3.48
H -4.07 3.16 5.21
H -5.11 2.07 4.30
H -4.62 5.02 3.61
H -6.03 4.42 4.49
H -5.77 3.97 2.80

---

186
Properties=species:S:1:pos:R:3 method="wB97M-V/def2-TZVPD" e_tot_ev=-202864.699 s2=0.7507 spin_multiplicity=2 gap_ev="2.168 / 8.784"
C -1.35 4.51 -1.90
C 0.14 4.20 -1.68
C 1.10 4.84 -2.72
N 2.56 4.52 -2.62
C 2.74 2.95 -2.58
C 4.12 2.64 -2.13
C 4.37 3.19 -0.72
C 4.46 4.68 -0.87
C 3.14 5.27 -1.37
C 3.19 5.03 -3.98
H -1.96 4.14 -1.08
H -1.69 3.96 -2.77
H -1.47 5.57 -2.11
H 0.24 3.12 -1.59
H 0.37 4.40 -0.64
H 1.13 5.92 -2.65
H 0.76 4.54 -3.72
H 2.03 2.42 -1.95
H 2.49 2.69 -3.61
H 4.26 1.56 -2.10
H 4.82 2.80 -2.95
H 3.64 2.96 0.05
H 5.29 2.76 -0.32
H 4.74 5.04 0.13
H 5.33 4.87 -1.50
H 2.35 5.38 -0.63
H 3.28 6.31 -1.69
H 4.25 5.19 -3.81
H 2.74 6.02 -4.10
H 2.81 4.50 -4.85
C 3.23 -4.60 -0.63
C 3.67 -4.48 -2.10
C 2.73 -3.56 -2.95
N 3.06 -3.37 -4.46
C 2.13 -2.25 -5.08
C 2.41 -0.79 -4.59
C 3.84 -0.44 -4.91
C 4.84 -1.53 -4.45
C 4.53 -3.00 -4.77
C 2.62 -4.67 -5.18
H 3.02 -3.56 -0.40
H 3.84 -5.02 0.16
H 2.25 -5.06 -0.50
H 3.64 -5.43 -2.62
H 4.69 -4.10 -2.13
H 2.97 -2.55 -2.61
H 1.69 -3.76 -2.71
H 1.13 -2.51 -4.70
H 2.22 -2.30 -6.16
H 2.17 -0.65 -3.53
H 1.82 -0.08 -5.17
H 4.17 0.53 -4.55
H 4.01 -0.24 -5.97
H 4.93 -1.50 -3.36
H 5.87 -1.33 -4.73
H 5.17 -3.70 -4.24
H 4.66 -3.29 -5.81
H 3.27 -5.46 -4.78
H 2.91 -4.45 -6.20
H 1.57 -4.94 -5.09
C -3.33 -3.59 3.70
C -4.03 -2.33 3.16
C -3.20 -1.07 3.48
N -3.88 0.29 3.14
C -2.88 1.35 3.75
C -3.29 2.77 3.33
C -3.53 2.94 1.82
C -4.35 1.92 1.20
C -3.96 0.45 1.58
C -5.28 0.33 3.81
H -2.96 -3.38 4.70
H -2.49 -3.87 3.06
H -3.99 -4.46 3.78
H -5.08 -2.31 3.47
H -3.96 -2.46 2.08
H -2.26 -1.01 2.93
H -2.92 -1.10 4.53
H -1.85 1.15 3.45
H -2.91 1.29 4.84
H -2.56 3.47 3.75
H -4.14 3.07 3.95
H -2.56 2.94 1.31
H -3.89 3.91 1.50
H -4.29 2.14 0.13
H -5.36 1.97 1.61
H -2.99 0.12 1.19
H -4.69 -0.28 1.24
H -5.57 1.38 3.80
H -5.39 -0.09 4.80
H -6.01 -0.08 3.11
C 1.70 4.37 7.26
C 1.40 3.15 6.38
C 2.09 1.84 6.78
N 1.68 0.60 5.88
C 0.18 0.27 6.03
C -0.23 -1.13 5.42
C 0.77 -2.22 5.90
C 2.25 -1.86 5.60
C 2.56 -0.62 6.40
C 2.15 0.95 4.49
H 2.64 4.37 7.81
H 0.99 4.61 8.05
H 1.59 5.21 6.58
H 1.68 3.35 5.35
H 0.34 2.90 6.32
H 1.66 1.48 7.71
H 3.16 1.88 6.97
H -0.03 0.26 7.10
H -0.51 0.91 5.49
H -1.24 -1.40 5.73
H -0.21 -1.08 4.33
H 0.63 -2.45 6.95
H 0.47 -3.10 5.33
H 2.84 -2.75 5.81
H 2.28 -1.76 4.51
H 2.26 -0.73 7.44
H 3.61 -0.35 6.36
H 1.63 0.23 3.86
H 3.22 1.06 4.35
H 1.61 1.83 4.12
C -2.08 0.61 -3.05
C -2.64 -0.73 -3.44
C -4.22 -0.74 -3.14
N -4.85 -2.24 -3.16
C -4.37 -3.03 -4.38
C -5.12 -4.41 -4.52
C -6.64 -4.26 -4.59
C -7.11 -3.46 -3.35
C -6.36 -2.10 -3.25
C -4.44 -2.99 -1.84
H -2.49 1.30 -3.79
H -0.99 0.56 -3.03
H -2.37 1.00 -2.07
H -2.17 -1.57 -2.93
H -2.35 -0.87 -4.48
H -4.73 -0.04 -3.81
H -4.55 -0.35 -2.18
H -4.42 -2.42 -5.27
H -3.31 -3.22 -4.22
H -4.92 -4.91 -5.47
H -4.81 -5.14 -3.76
H -6.90 -3.72 -5.50
H -7.05 -5.27 -4.58
H -8.20 -3.39 -3.46
H -6.97 -3.96 -2.39
H -6.70 -1.35 -3.97
H -6.57 -1.62 -2.29
H -4.88 -3.96 -1.61
H -4.72 -2.40 -0.96
H -3.36 -3.14 -1.80
N -0.01 -0.21 1.83
S 0.51 0.98 1.09
O -0.11 1.26 -0.25
O 1.87 1.41 1.36
F -0.26 2.08 2.03
S 0.68 -1.37 0.84
O 1.91 -1.08 0.07
O -0.22 -2.28 0.17
F 1.31 -2.31 1.97
N 0.91 7.16 2.50
S 0.11 7.79 1.43
O -1.13 8.43 1.74
O 0.26 7.24 0.07
F 1.00 9.14 1.31
S 0.19 5.61 2.17
O 1.11 4.62 1.71
O -1.23 5.44 1.96
F 0.26 5.27 3.75
N 6.23 -0.96 1.75
S 4.72 -0.79 1.44
O 4.38 0.13 0.35
O 3.84 -0.75 2.58
F 4.42 -2.24 0.79
S 6.58 0.67 2.00
O 5.78 1.42 2.95
O 7.11 1.42 0.87
F 7.89 0.35 2.89
N -2.48 -5.79 -2.69
S -2.50 -6.84 -3.74
O -1.79 -8.11 -3.49
O -2.85 -6.49 -5.08
F -4.02 -7.17 -3.20
S -1.02 -5.08 -3.21
O -1.12 -4.08 -4.27
O 0.20 -5.91 -3.31
F -0.71 -4.21 -1.91

---

156
Properties=species:S:1:pos:R:3 method="wB97M-V/def2-TZVPD" e_tot_ev=-78588.017 gap_ev=9.086 relative_energy_kcal_mol=78.13
C -4.24 -3.45 -5.05
O -3.65 -3.60 -6.32
C -2.34 -3.01 -6.34
C -1.76 -2.89 -7.76
N -0.73 -1.89 -7.87
C 0.52 -2.20 -7.19
C 1.40 -1.02 -6.77
O 0.84 -0.23 -5.73
C 0.77 -0.92 -4.50
H -3.50 -3.73 -4.30
H -5.22 -3.93 -5.00
H -4.50 -2.39 -4.91
H -1.69 -3.56 -5.66
H -2.46 -1.99 -5.96
H -2.63 -2.64 -8.36
H -1.47 -3.84 -8.20
H -1.12 -1.00 -7.57
H 1.12 -2.67 -7.98
H 0.40 -2.90 -6.36
H 1.70 -0.33 -7.56
H 2.32 -1.45 -6.36
H 1.71 -1.40 -4.20
H -0.05 -1.64 -4.47
H 0.68 -0.23 -3.66
C -6.92 -0.55 -2.30
O -5.67 -1.21 -2.08
C -5.32 -1.35 -0.71
C -4.22 -2.43 -0.67
N -4.74 -3.80 -0.85
C -3.69 -4.68 -1.36
C -2.53 -4.89 -0.39
O -1.33 -4.27 -0.84
C -0.25 -4.44 0.03
H -7.25 -1.02 -3.22
H -6.79 0.52 -2.39
H -7.73 -0.77 -1.60
H -6.22 -1.69 -0.18
H -4.96 -0.47 -0.18
H -3.62 -2.46 0.25
H -3.50 -2.11 -1.43
H -5.46 -3.57 -1.53
H -3.34 -4.46 -2.37
H -4.22 -5.63 -1.51
H -2.31 -5.95 -0.56
H -2.83 -4.74 0.64
H -0.07 -5.48 0.32
H -0.25 -3.80 0.92
H 0.65 -4.06 -0.47
C 4.40 -3.93 -0.80
O 3.27 -3.92 0.03
C 3.32 -3.19 1.26
C 3.84 -4.09 2.35
N 2.96 -5.20 2.70
C 3.63 -6.11 3.62
C 2.89 -7.46 3.68
O 2.85 -8.09 2.42
C 4.05 -8.50 1.82
H 4.50 -4.85 -1.38
H 5.32 -3.79 -0.23
H 4.32 -3.16 -1.57
H 2.32 -2.75 1.35
H 3.97 -2.33 1.09
H 4.15 -3.45 3.18
H 4.78 -4.52 1.98
H 2.61 -5.70 1.89
H 3.60 -5.66 4.62
H 4.69 -6.21 3.36
H 1.91 -7.32 4.10
H 3.54 -8.07 4.32
H 4.55 -9.15 2.56
H 4.85 -7.80 1.59
H 3.87 -9.21 1.02
C -4.32 0.92 -3.91
O -3.78 1.05 -2.57
C -2.42 1.45 -2.63
C -1.97 1.79 -1.20
N -0.50 1.94 -1.13
C -0.13 2.24 0.27
C 0.77 1.19 0.96
O 0.27 -0.10 1.25
C 0.14 -0.90 0.09
H -4.27 -0.16 -4.09
H -3.92 1.54 -4.71
H -5.37 1.13 -3.77
H -2.35 2.37 -3.22
H -1.73 0.68 -2.97
H -2.17 0.95 -0.52
H -2.46 2.73 -0.93
H -0.43 2.79 -1.69
H -1.00 2.31 0.93
H 0.33 3.22 0.22
H 1.18 1.62 1.88
H 1.70 1.13 0.38
H -0.85 -0.70 -0.33
H 0.17 -1.96 0.33
H 0.89 -0.71 -0.68
C 7.54 5.91 6.16
O 6.67 5.43 5.14
C 5.30 5.46 5.60
C 4.73 4.07 5.49
N 4.62 3.80 4.04
C 4.21 2.47 3.67
C 4.32 2.32 2.13
O 5.71 2.36 1.81
C 6.44 1.22 2.10
H 7.40 6.94 6.51
H 8.56 5.87 5.77
H 7.40 5.25 7.01
H 4.73 6.06 4.89
H 5.14 5.95 6.56
H 3.75 4.07 5.98
H 5.40 3.35 5.98
H 5.54 4.04 3.71
H 3.12 2.40 3.75
H 4.69 1.61 4.15
H 3.78 3.19 1.76
H 3.89 1.43 1.67
H 7.47 1.18 1.74
H 5.92 0.35 1.66
H 6.59 1.03 3.17
C -2.45 0.48 2.61
O -1.59 1.58 2.86
C -1.30 1.72 4.25
C -0.77 3.14 4.49
N -1.70 3.84 5.36
C -1.27 5.16 5.72
C -2.39 6.03 6.31
O -3.36 6.56 5.43
C -2.86 7.68 4.72
H -3.47 0.74 2.89
H -2.10 -0.38 3.19
H -2.41 0.25 1.55
H -0.47 1.06 4.55
H -2.16 1.44 4.85
H -0.59 3.57 3.50
H 0.24 3.03 4.91
H -2.66 3.75 5.08
H -0.83 5.73 4.87
H -0.47 5.07 6.47
H -1.88 6.76 6.96
H -2.92 5.47 7.09
H -2.89 8.59 5.32
H -3.62 7.81 3.94
H -2.02 7.46 4.06
C 1.43 4.87 -3.29
O 0.11 4.75 -2.81
H 2.10 4.94 -2.42
H 1.85 4.05 -3.86
H 1.68 5.80 -3.81
H -0.27 5.59 -2.57
C -5.61 3.67 -6.66
O -6.90 3.13 -6.49
H -4.95 3.49 -5.80
H -5.11 3.25 -7.52
H -5.49 4.75 -6.79
H -7.35 3.59 -5.78

---

34
Properties=species:S:1:pos:R:3 method="wB97M-V/def2-TZVPD" e_tot_ev=-48755.283 gap_ev=11.048
N -2.40 4.21 -2.53
O -2.31 2.86 -2.06
S -3.14 1.93 -3.15
O -4.23 1.34 -2.42
O -1.91 0.85 -3.14
C -2.08 -0.21 -4.09
C -1.36 -1.47 -3.64
O -1.53 -2.52 -4.18
O -0.51 -1.27 -2.62
H -1.46 4.47 -2.81
H -2.65 4.75 -1.71
H -1.65 0.08 -5.05
H -3.13 -0.48 -4.23
H -0.32 -2.14 -2.22
C -0.48 1.13 -0.20
C 0.88 1.43 0.37
O 0.69 1.22 1.76
C -0.32 0.31 1.89
O -0.56 -0.27 2.90
O -0.98 0.16 0.73
F 1.26 2.71 0.16
H -1.12 2.01 -0.19
H -0.46 0.72 -1.21
H 1.68 0.77 0.02
C 3.02 -1.36 4.12
C 2.25 -2.05 3.02
O 2.77 -3.36 3.05
C 3.20 -3.60 4.33
O 3.47 -4.67 4.76
O 3.27 -2.44 5.02
F 2.49 -1.51 1.79
H 3.97 -0.97 3.74
H 2.46 -0.56 4.60
H 1.17 -2.08 3.17

---

20
Properties=species:S:1:pos:R:3 method="wB97M-V/def2-TZVPD" e_tot_ev=-10405.730 gap_ev=9.969 relative_energy_kcal_mol=62.12
C 1.59 1.34 -0.94
C 0.28 0.97 -0.45
N -0.39 -0.25 -0.78
C -1.43 0.06 -1.69
C -0.66 -1.12 0.29
O -1.78 -1.54 0.35
C 0.47 -1.37 1.35
N 0.13 -0.90 2.69
H 1.64 1.67 -1.99
H 1.95 2.16 -0.33
H 2.22 0.38 -0.80
H 0.02 1.14 0.71
H -0.44 1.80 -0.70
H -1.02 -0.16 -2.70
H -2.24 -0.60 -1.57
H -1.68 1.01 -1.70
H 0.68 -2.48 1.40
H 1.40 -0.86 1.01
H -0.60 -1.37 3.13
H -0.13 0.10 2.71

---

Molecular weight readings, ordered: 1022.1 1431.9 863.2 367.2 116.2 g mol⁻¹